1.
Density functional theory data (ωB97M-V with the def2-TZVPD basis set) for a molecular structure, C27H43BrN6S6Ti.

Structure (ORCA input):
```
! RIJCOSX wB97M-V def2-TZVPD def2/J DEFGRID3
* xyz 0 1
Ti -0.707 0.614 -0.278
C 4.426 -3.300 -1.731
C 4.395 -2.852 -0.273
S 3.191 -1.549 0.106
C 4.222 -0.112 0.484
C 4.909 0.568 -0.690
S 3.723 1.190 -1.915
C 4.175 0.342 -3.454
C 3.898 -1.155 -3.555
S 5.249 -2.191 -2.897
H 3.416 -3.492 -2.095
H 4.979 -4.239 -1.802
H 5.379 -2.534 0.073
H 4.092 -3.708 0.334
H 4.963 -0.412 1.228
H 3.520 0.564 0.977
H 5.583 -0.121 -1.194
H 5.490 1.415 -0.322
H 5.213 0.567 -3.703
H 3.553 0.858 -4.189
H 3.803 -1.420 -4.608
H 2.967 -1.421 -3.054
C 0.942 2.243 3.668
C 0.017 1.674 2.609
S 0.661 0.317 1.672
C -1.223 2.152 2.412
C -1.786 3.297 3.218
S -2.343 1.510 1.191
H 1.798 1.584 3.811
H 0.436 2.356 4.629
H 1.327 3.226 3.380
H -1.010 3.833 3.764
H -2.530 2.940 3.937
H -2.291 4.004 2.560
Br -5.656 -2.036 -5.432
C -4.473 -1.029 -4.346
C -3.979 -1.574 -3.175
C -3.124 -0.824 -2.382
C -2.732 0.469 -2.737
C -3.231 0.983 -3.942
C -4.100 0.246 -4.732
N -1.843 1.170 -1.906
C -1.672 2.509 -2.115
C -0.637 3.151 -1.480
C -0.350 4.541 -1.664
C 0.726 5.097 -1.075
C 1.569 4.281 -0.258
C 1.263 2.978 -0.078
N 0.169 2.366 -0.650
H -4.261 -2.574 -2.875
H -2.744 -1.255 -1.462
H -2.926 1.958 -4.291
H -4.475 0.660 -5.658
H -2.343 3.079 -2.742
H -1.010 5.122 -2.296
H 0.952 6.146 -1.221
H 2.445 4.690 0.226
H 1.867 2.344 0.552
N 0.549 -1.758 -2.214
N 0.583 -0.372 -1.765
H -0.435 -1.989 -2.319
H 0.868 -2.296 -1.413
H 0.484 0.193 -2.605
H 1.551 -0.212 -1.468
C -4.901 -2.149 3.629
C -4.247 -1.052 2.794
N -3.409 -1.568 1.719
C -2.117 -1.905 1.829
S -1.200 -2.188 0.408
N -1.600 -1.971 3.052
C -0.215 -2.270 3.408
C -0.154 -3.446 4.370
H -5.516 -1.709 4.415
H -4.158 -2.796 4.099
H -5.537 -2.775 3.004
H -3.659 -0.368 3.412
H -5.009 -0.434 2.323
H -3.714 -1.408 0.774
H -2.191 -1.683 3.815
H 0.234 -1.379 3.843
H 0.319 -2.478 2.487
H -0.714 -3.243 5.286
H 0.881 -3.644 4.650
H -0.565 -4.346 3.910
*
```

Values from the calculation:
- Gap between HOMO and LUMO (spin up / spin down): 0.213 / 0.213 hartree
- Largest force on an atom: 0.79 eV/Å
- LUMO (spin up / spin down): 0.05 / 0.05 eV

***

2.
Density functional theory data (ωB97M-V with the def2-TZVPD basis set) for 2 unconnected molecules or ions with the total composition C7H7NS in a non-equilibrium geometry.

Structure (ORCA input):
```
! RIJCOSX wB97M-V def2-TZVPD def2/J DEFGRID3
* xyz 0 1
C -1.056 0.298 -1.029
C -1.344 -0.650 -0.152
C -0.661 -0.410 1.126
C -0.205 1.034 0.977
C -0.350 1.342 -0.339
H -1.443 0.184 -2.045
H -1.943 -1.519 -0.361
H -1.236 -0.614 1.999
H 0.286 -1.004 1.279
H 0.194 1.596 1.856
H 0.222 2.217 -0.847
N 2.344 -2.203 2.066
C 2.558 -1.719 1.029
C 2.929 -1.536 -0.278
S 3.301 -0.034 -0.799
H 3.097 -2.388 -0.850
*
```

Values from the calculation:
- SMILES string: C1=CCC=C1.N#CC=S
- Gap between HOMO and LUMO: 0.241 hartree
- Largest force on an atom: 4.19 eV/Å
- LUMO: -1.90 eV

***

3.
Density functional theory data (ωB97M-V with the def2-TZVPD basis set) for 5 unconnected molecules or ions with the total composition C34H70F9N5O4S in a non-equilibrium geometry.

Structure (ORCA input):
```
! RIJCOSX wB97M-V def2-TZVPD def2/J DEFGRID3
* xyz 0 1
N -0.277 -1.926 2.479
C -0.757 -1.729 1.448
O -0.921 -1.477 0.179
C -1.467 -2.581 -0.565
O -2.232 -2.025 -1.580
C -1.928 -2.643 -2.782
O -2.655 -2.674 -3.708
O -0.679 -3.171 -2.685
C -0.427 -3.456 -1.320
C 1.037 -3.359 -0.866
C 1.994 -2.761 -1.894
C 1.656 -1.272 -2.198
C 2.408 -0.417 -1.175
C 2.276 1.112 -1.349
F 3.219 1.685 -0.582
F 2.487 1.419 -2.639
C 0.870 1.581 -0.915
F 0.505 0.954 0.201
F -0.001 1.234 -1.864
S 0.688 3.450 -0.591
F -0.278 3.661 -1.844
F 1.934 3.773 -1.508
F 1.608 3.318 0.690
F -0.605 3.166 0.309
F 0.551 4.995 -0.276
H -2.074 -3.177 0.116
H -0.775 -4.475 -1.122
H 1.105 -2.799 0.068
H 1.346 -4.374 -0.617
H 2.987 -2.775 -1.438
H 2.050 -3.362 -2.799
H 1.941 -1.038 -3.218
H 0.584 -1.160 -2.048
H 2.187 -0.705 -0.150
H 3.478 -0.595 -1.316
C -3.352 1.592 0.553
C -4.789 1.969 0.878
N -4.884 3.040 1.851
C -6.220 3.218 2.390
C -7.334 3.656 1.432
C -4.161 4.255 1.517
C -4.501 4.954 0.194
H -2.793 1.360 1.462
H -3.337 0.710 -0.090
H -2.834 2.388 0.023
H -5.286 1.090 1.298
H -5.314 2.204 -0.061
H -6.167 3.927 3.221
H -6.518 2.266 2.844
H -7.245 4.705 1.155
H -8.304 3.536 1.920
H -7.353 3.056 0.522
H -3.093 4.020 1.509
H -4.283 4.964 2.340
H -4.562 4.253 -0.639
H -3.719 5.678 -0.048
H -5.439 5.504 0.249
C 3.232 -4.213 3.035
C 4.447 -3.557 3.676
N 4.531 -2.136 3.402
C 5.818 -1.552 3.737
C 6.247 -1.539 5.209
C 3.360 -1.358 3.771
C 2.899 -1.395 5.232
H 3.201 -4.007 1.963
H 3.283 -5.294 3.172
H 2.297 -3.870 3.480
H 5.343 -4.030 3.265
H 4.444 -3.779 4.754
H 5.844 -0.528 3.352
H 6.581 -2.092 3.166
H 5.696 -0.800 5.789
H 7.305 -1.276 5.279
H 6.123 -2.514 5.681
H 2.525 -1.690 3.148
H 3.529 -0.319 3.475
H 2.880 -2.409 5.633
H 1.885 -0.998 5.304
H 3.529 -0.783 5.877
C 5.638 3.747 0.904
C 5.786 2.773 2.064
N 6.854 1.810 1.872
C 6.805 0.698 2.805
C 7.004 0.991 4.297
C 8.168 2.371 1.614
C 8.756 3.334 2.654
H 5.528 3.210 -0.040
H 4.746 4.357 1.050
H 6.487 4.427 0.819
H 4.849 2.216 2.152
H 5.897 3.345 2.999
H 7.537 -0.051 2.490
H 5.830 0.213 2.682
H 8.043 1.216 4.534
H 6.726 0.112 4.883
H 6.383 1.820 4.639
H 8.129 2.893 0.654
H 8.867 1.547 1.453
H 8.031 4.081 2.980
H 9.602 3.871 2.218
H 9.129 2.812 3.533
C -9.184 -1.842 -7.516
C -7.974 -1.371 -6.723
N -7.826 -2.053 -5.452
C -6.868 -1.419 -4.561
C -5.398 -1.379 -4.991
C -7.767 -3.503 -5.519
C -6.670 -4.139 -6.382
H -10.093 -1.773 -6.917
H -9.312 -1.214 -8.400
H -9.075 -2.871 -7.861
H -8.101 -0.305 -6.515
H -7.077 -1.460 -7.356
H -6.938 -1.897 -3.580
H -7.205 -0.389 -4.401
H -4.920 -2.351 -4.903
H -4.846 -0.696 -4.342
H -5.278 -1.023 -6.015
H -8.734 -3.863 -5.881
H -7.691 -3.890 -4.499
H -6.588 -3.665 -7.360
H -6.902 -5.193 -6.550
H -5.694 -4.100 -5.900
*
```

Values from the calculation:
- SMILES string: N#CO[C@H]1OC(=O)O[C@H]1CCCCC(F)(F)C(F)(F)S(F)(F)(F)(F)F.CCN(CC)CC.CCN(CC)CC.CCN(CC)CC.CCN(CC)CC
- Gap between HOMO and LUMO: 0.298 hartree
- Largest force on an atom: 4.40 eV/Å
- LUMO: 0.16 eV

***

4.
Density functional theory data (ωB97M-V with the def2-TZVPD basis set) for a gas-phase ion, C12H14N3O3S (charge +1) in a non-equilibrium geometry.

Structure (ORCA input):
```
! RIJCOSX wB97M-V def2-TZVPD def2/J DEFGRID3
* xyz 1 1
N 2.092 -1.613 3.166
C 0.886 -1.043 2.735
N 1.095 0.480 2.787
O 0.602 -1.436 1.458
C -0.780 -1.645 1.171
C -1.491 -0.347 0.749
N -0.920 0.215 -0.449
C 0.116 1.101 -0.519
O 0.745 1.525 0.446
C 0.301 1.425 -1.939
C 1.190 2.277 -2.561
C 1.126 2.373 -3.949
C 0.204 1.638 -4.679
C -0.694 0.776 -4.051
C -0.633 0.681 -2.677
C -1.432 -0.117 -1.732
O -2.328 -0.893 -1.891
C -1.417 -2.255 2.415
S -0.647 -1.360 3.789
H 2.287 -2.509 2.743
H 2.209 -1.648 4.169
H 0.510 0.926 3.499
H 2.085 0.665 2.983
H 0.884 0.926 1.793
H -0.794 -2.347 0.332
H -1.464 0.396 1.550
H -2.532 -0.592 0.516
H 1.905 2.849 -1.990
H 1.807 3.032 -4.465
H 0.179 1.735 -5.753
H -1.414 0.203 -4.614
H -2.492 -2.104 2.456
H -1.186 -3.316 2.512
*
```

Values from the calculation:
- SMILES string: N[C@@]1([NH3+])O[C@H](CN2C(=O)c3ccccc3C2=O)CS1
- Gap between HOMO and LUMO: 0.334 hartree
- Largest force on an atom: 1.27 eV/Å
- LUMO: -3.70 eV